*w*
A 2-piece molecular cluster, CH3Cl2FSi overall, computed with the ωB97M-V functional and the def2-TZVPD basis.

Last column: natural (NBO) charge in e.
Positions of all 8 atoms, in Å:
C -0.5824 -0.8210 0.0059  -1.19
F -0.4532 1.5212 -1.8171  -0.63
Si 0.3611 0.7047 -0.6784  1.94
Cl 2.2279 0.5023 -1.0594  -0.29
Cl 0.6194 1.2291 2.6028  -0.72
H -1.6203 -0.7498 -0.2330  0.26
H -0.0025 -1.7596 -0.0390  0.28
H -0.5501 -0.6269 1.2182  0.34

## Properties
Total charge: 0
HOMO-LUMO gap in eV: 6.898
Highest occupied orbital energy in eV: -9.156

*x*
CH3Cl2FSi in the gas phase, computed with the ωB97M-V functional and the def2-TZVPD basis.

Last column: natural (NBO) charge in e.
Positions of all 8 atoms, in Å:
C 1.0615 -0.0384 0.1654  -1.10
F -1.0994 -0.0241 -1.9129  -0.67
Si -0.8316 -0.0138 0.0354  1.67
Cl -1.6682 1.6503 0.7058  -0.33
Cl -1.6580 -1.7044 0.6350  -0.33
H 1.4911 1.0369 0.1839  0.26
H 1.2671 -0.5546 0.9769  0.23
H 1.4376 -0.3519 -0.7896  0.27

## Properties
Total charge: 0
HOMO-LUMO gap in eV: 12.247
SMILES: C[Si](F)(Cl)Cl
Highest occupied orbital energy in eV: -11.810

Most stable structure, least stable structure: *x*, *w*.